1.
The following is a DFT calculation (wB97M-V/def2-TZVPD) of 10 unconnected molecules or ions with the total composition C34H95N7O13 in a non-equilibrium geometry.

Positions of all 149 atoms, in Å:
H  1.18  2.42  -3.02
H  5.38  -2.03  -2.06
H  1.56  5.59  3.51
H  1.85  -2.49  3.08
O  -1.11  1.25  0.96
H  2.94  3.41  0.82
H  -4.04  -1.99  -1.19
H  -3.65  3.54  3.15
H  4.69  1.03  1.28
H  -7.00  -1.08  -3.42
O  -2.45  -2.36  4.28
H  -1.77  8.39  4.06
C  2.90  -0.99  -2.17
C  -1.63  1.03  -0.36
H  6.62  -4.30  -1.66
H  -2.03  -1.25  2.69
H  -0.51  -3.13  -5.71
H  -0.48  8.66  5.20
H  0.50  -3.24  -3.13
C  -5.89  -3.24  0.50
C  0.68  6.09  1.74
H  3.18  3.62  -4.30
O  -2.64  -1.46  -4.03
H  6.71  -4.68  -0.14
O  -6.66  -2.06  0.51
H  0.72  1.07  4.19
H  2.47  -1.49  -3.04
N  4.14  3.44  2.32
C  -1.12  -1.26  -5.83
H  -2.45  -2.06  6.34
H  -1.25  -0.78  4.17
H  -1.84  1.61  1.46
O  3.13  2.37  -2.66
C  4.93  2.18  -4.31
H  2.82  1.07  2.57
H  6.46  2.39  -5.91
C  0.23  -5.14  -2.16
H  3.80  1.38  -0.16
H  -4.28  1.85  5.88
O  3.49  -1.92  -1.21
H  -4.26  -1.63  -2.72
H  6.47  -3.26  1.25
C  1.81  2.84  -2.23
N  -0.09  -6.18  -3.15
H  4.33  -3.90  0.12
H  -3.57  -4.07  -1.66
H  0.29  -3.55  1.46
H  -0.37  2.00  3.34
H  1.48  4.45  2.50
H  4.21  -3.29  -2.43
H  7.09  -2.55  -0.14
H  -6.64  -0.04  0.17
H  5.13  2.35  0.21
C  -0.47  6.85  2.38
H  -5.39  0.03  -1.97
H  1.74  -4.39  -3.56
C  -7.06  -1.18  -2.33
C  2.17  1.85  2.18
H  -1.42  7.13  5.09
H  -0.90  7.52  1.63
H  3.81  1.39  -5.76
H  -6.06  -3.67  -0.49
H  -2.98  -0.51  -6.00
N  4.31  1.05  -4.95
C  1.12  -4.04  -2.73
C  -1.09  -4.56  -1.58
C  -3.96  1.83  3.76
H  0.17  2.65  4.85
H  -2.52  1.12  6.35
H  -0.96  -1.27  -6.91
C  -3.54  2.24  5.19
N  1.75  5.42  2.53
H  3.77  3.19  3.23
H  -1.26  6.21  2.77
C  0.52  2.12  3.97
H  -6.14  -3.97  1.26
H  4.45  3.85  -3.02
O  -3.21  2.73  2.90
N  6.04  -4.59  -0.89
C  0.24  4.96  0.77
H  6.65  3.46  -4.61
H  0.76  -6.71  -3.26
H  -0.81  -4.22  -0.59
H  3.77  -0.35  -2.32
H  -0.31  4.16  1.26
C  0.99  -1.86  3.24
H  -1.34  -3.68  1.97
C  4.29  1.85  0.69
H  1.13  4.52  0.30
H  -1.84  -1.65  0.75
H  -1.41  -3.66  -2.12
H  -0.37  5.31  -0.07
C  -1.50  -0.45  -0.79
H  1.66  -3.69  -1.86
H  -1.85  -1.88  -3.70
H  -2.59  -3.70  5.78
H  -3.10  -2.24  -5.82
H  1.03  6.95  1.16
H  5.63  -1.87  0.69
C  -2.56  -1.36  -5.47
C  5.88  3.07  -5.27
O  -2.37  1.68  5.59
H  5.53  1.76  -3.51
H  -0.54  -0.95  -0.67
H  -3.90  0.74  3.69
H  1.34  2.18  -1.50
H  -3.09  -4.44  -0.07
C  6.14  -2.76  0.34
O  -0.39  -2.31  -5.23
H  -7.91  -0.61  -1.96
H  4.98  2.87  2.30
C  -1.50  -1.64  3.56
H  -4.87  2.30  3.36
H  -0.18  -3.39  3.76
O  -2.33  -1.31  0.00
N  -0.54  -3.08  1.80
C  4.63  -2.69  -1.63
H  -0.82  -6.76  -2.76
C  -6.00  -0.91  -0.02
H  0.67  -5.75  -1.37
H  2.16  -0.40  -1.63
N  -4.77  -1.84  -1.88
C  3.87  3.14  -3.61
H  -4.18  -5.57  -0.78
H  -3.55  3.32  5.32
H  -0.98  -2.90  5.76
H  3.56  0.90  -4.30
H  -0.80  -0.28  -5.47
H  -7.46  -2.16  -2.05
C  -0.35  -2.51  3.14
C  5.18  -3.57  -0.47
H  1.06  -1.43  4.24
H  -1.80  -0.72  -1.80
H  1.60  3.91  -2.17
O  0.05  7.61  3.50
H  1.45  1.55  1.41
C  -2.05  -2.76  5.61
H  -1.08  1.69  -1.04
O  -2.16  -5.51  -1.47
C  -3.34  -4.92  -1.02
O  1.58  2.69  3.20
C  -0.91  7.92  4.53
H  -2.67  1.34  -0.37
C  3.29  2.67  1.53
H  0.99  -0.95  2.64
H  5.45  3.92  -5.79
H  -5.11  -0.63  0.54
H  -4.83  -3.12  0.72
C  -5.79  -0.89  -1.53

## Properties
Net charge: -1
Kohn-Sham gap (spin up / spin down), Eh: 0.0485 / 0.3022
Spin multiplicity: 2



2.
The following is a DFT calculation (wB97M-V/def2-TZVPD) of 10 unconnected molecules or ions with the total composition C34H96N8O10 in a non-equilibrium geometry.

Positions of all 148 atoms, in Å:
O  -2.82  5.00  1.64
O  -0.63  -4.61  0.07
H  1.09  -5.29  -5.12
H  -3.27  1.91  1.66
C  -0.66  -6.24  -5.28
H  1.99  2.57  5.56
C  -1.28  1.80  1.36
H  6.24  -0.24  2.94
H  -2.92  -0.53  -3.42
H  -1.42  -5.82  -3.28
C  -4.01  -0.63  3.08
C  -1.02  0.25  1.31
H  2.43  4.97  -1.55
H  2.74  -0.25  1.05
H  0.90  4.74  -2.21
C  0.18  0.46  5.78
H  4.67  1.41  -2.92
H  -3.39  -2.19  -1.46
C  2.74  0.35  -2.66
H  1.04  -6.59  -4.20
H  -0.61  -8.26  -5.95
H  3.31  1.43  5.59
H  0.20  2.02  2.95
H  1.02  -3.78  -0.82
C  -1.28  -7.66  -5.30
C  -1.42  -3.19  -3.31
C  -0.02  2.43  1.93
H  0.77  -0.57  -2.98
C  -1.42  1.72  -2.79
H  -0.30  -0.34  6.37
O  4.23  0.16  -4.48
C  -2.65  4.44  -1.32
H  -0.81  0.91  -3.22
H  -0.23  2.65  5.55
C  2.24  1.52  5.42
N  -4.06  1.00  -0.62
C  6.00  0.62  2.32
C  -0.47  2.09  7.62
H  2.77  -2.57  3.90
H  5.28  2.04  0.05
N  2.71  -6.08  -0.88
H  -4.64  4.88  2.62
H  -4.74  -1.32  3.48
C  -4.04  5.55  1.99
H  -1.63  -3.59  -2.30
C  3.40  -0.03  1.89
H  -2.22  0.14  -0.92
C  -0.61  1.75  6.12
H  1.80  -4.44  1.91
H  -4.17  -0.59  2.03
H  -3.11  3.67  -0.74
O  1.15  6.58  -1.25
H  0.89  -1.37  -0.90
N  4.51  1.77  0.67
H  6.24  0.75  -4.98
H  0.26  -5.19  -1.60
C  1.75  -5.55  0.06
H  -1.60  -6.31  -0.65
H  -1.99  6.53  -2.61
H  1.68  -1.87  2.62
H  5.04  -0.18  0.54
H  -1.93  -0.39  1.05
H  0.79  -1.74  0.80
H  -0.36  3.49  2.06
H  2.32  -0.92  4.04
H  1.42  -6.45  0.59
H  -1.34  -8.07  -4.31
C  0.24  -1.33  -0.01
H  -2.04  7.70  -1.55
H  -3.67  -1.69  0.18
N  -1.84  6.73  -1.62
O  -4.27  0.63  3.73
H  -4.91  -1.39  -1.05
H  0.17  6.61  -1.38
H  1.10  0.80  -3.96
C  -3.35  0.21  -2.75
H  0.56  2.15  7.96
H  -2.44  -5.22  -4.54
O  -2.80  1.52  -3.11
H  -4.43  0.29  -2.97
H  2.17  -6.46  -1.63
H  -2.27  -7.69  -5.77
H  -1.45  2.13  0.30
H  3.31  -5.37  1.48
N  -2.02  1.77  5.84
C  1.63  5.52  -2.04
O  -0.70  -4.10  -4.13
H  3.19  -0.59  -2.27
H  2.85  1.48  -0.92
C  1.57  -0.12  -3.58
H  -0.76  -5.71  -6.23
H  -2.57  1.19  6.43
H  4.78  1.55  -5.93
H  -0.87  -2.26  -3.23
C  2.47  -4.73  1.12
H  -3.95  1.83  -1.21
H  -1.61  4.14  -1.51
H  -2.22  1.43  4.87
C  5.21  0.63  -5.46
C  -1.39  -5.74  0.26
H  2.10  5.85  -2.98
H  -0.96  1.29  8.16
H  1.83  -0.77  -4.42
C  -1.34  -5.29  -4.24
H  -0.58  -0.04  2.30
H  4.45  2.56  1.31
H  -3.91  6.43  2.66
H  -2.41  2.96  2.46
H  2.86  0.72  2.50
H  0.10  0.36  4.71
H  -1.08  -6.47  1.02
H  -2.41  -3.09  -3.76
H  -2.97  -0.95  3.18
C  -2.66  5.83  -0.74
C  -3.81  -1.43  -0.85
H  -1.03  3.02  7.87
H  -3.70  6.15  -0.69
H  -3.56  1.22  3.52
C  3.80  1.07  -3.50
H  -3.17  4.48  -2.26
C  4.82  0.48  1.40
O  3.60  -1.25  2.55
C  -3.27  -0.03  -1.23
H  1.34  0.85  -1.23
H  -2.04  6.79  1.01
H  -1.22  2.66  -3.23
O  -0.09  0.03  0.25
H  -4.61  5.84  1.10
H  -0.63  -1.98  -0.25
H  6.84  0.89  1.69
H  0.84  2.35  1.23
O  1.57  0.59  6.24
H  5.35  -0.21  -6.13
C  2.52  -1.67  3.27
H  -2.40  -5.49  0.61
N  2.17  1.23  -1.67
C  -2.06  5.75  0.69
N  -2.41  1.97  2.22
H  3.37  1.94  -4.01
H  2.99  -3.84  0.75
H  -1.07  5.38  0.58
H  2.16  1.33  4.35
H  5.86  1.42  3.03
N  0.78  -6.25  -5.14
H  3.20  -5.30  -1.29
H  -1.10  1.83  -1.72
C  0.60  -4.80  -0.65
H  -5.07  0.94  -0.61

## Properties
Structure (SMILES): COC[C@H](C)N.COC[C@H](C)N.COC[C@H](C)N.COC[C@H](C)N.COC[C@H](C)N.COC[C@H](C)N.COC[C@H](C)N.COC[C@H](C)N.CO.CO
Relative energy (zero: lowest compared OMol25 entry of this formula, charge and spin), eV: 1.815
Kohn-Sham gap, Eh: 0.3435



3.
The following is a DFT calculation (wB97M-V/def2-TZVPD) of 2 unconnected molecules or ions with the total composition C35H16F15O2Si in a non-equilibrium geometry.

Positions of all 69 atoms, in Å:
F  -0.65  7.25  -1.26
F  0.18  4.82  -2.12
C  -1.32  1.46  -2.79
C  5.01  1.60  0.27
C  -0.05  -5.36  3.78
C  -0.69  6.19  -0.41
F  2.04  2.72  -3.22
C  -1.68  1.24  -4.11
C  4.39  2.78  0.65
H  -2.98  -2.27  1.23
C  -1.44  -2.78  -0.25
F  4.87  -0.47  -0.88
H  0.79  -5.62  4.43
C  -1.11  -2.61  -1.63
H  -1.91  -2.47  -3.64
H  -1.50  -6.62  4.79
C  -2.13  -2.43  -2.56
C  3.03  1.05  -0.97
Si  0.43  2.18  -0.64
C  -3.46  -2.24  -2.14
F  2.50  4.19  0.72
C  2.29  2.10  -0.42
H  -0.07  -2.74  -1.93
C  0.83  2.15  -3.47
C  -0.15  -0.88  1.97
F  2.48  0.27  -1.93
C  0.23  -0.13  0.85
H  1.54  -0.66  3.30
C  0.18  -4.54  2.69
F  1.39  2.24  -5.78
C  -2.42  -5.41  3.25
C  0.51  1.95  -4.81
C  4.32  0.71  -0.54
H  -3.07  -4.13  1.66
H  -3.43  -5.77  3.46
F  -0.48  3.04  2.22
C  -0.23  3.80  -0.01
H  -4.28  -2.22  -2.86
O  -0.34  0.87  0.25
H  0.50  -3.49  0.34
F  -1.11  1.30  -6.42
H  -1.14  -0.81  2.40
F  5.07  3.70  1.36
H  2.01  -2.46  0.95
C  -1.34  -5.87  4.02
F  6.26  1.31  0.69
C  -0.04  1.88  -2.41
O  1.42  -0.55  0.43
F  -1.34  5.47  3.08
C  3.05  3.01  0.32
C  1.07  -1.38  2.60
H  -4.71  -1.75  -0.42
F  -1.38  7.61  1.37
C  -0.54  -3.35  0.68
C  -1.07  6.38  0.92
C  -2.21  -4.51  2.21
H  1.19  -4.22  2.44
C  -0.62  4.04  1.32
F  -2.93  0.84  -4.42
C  -0.89  -4.11  1.83
C  -0.77  1.48  -5.13
H  0.94  -2.31  3.17
C  -3.72  -2.06  -0.77
C  2.00  -1.46  1.41
C  -1.04  5.29  1.78
F  -2.27  1.34  -1.83
C  -2.74  -2.34  0.17
H  3.04  -1.15  1.59
C  -0.28  4.93  -0.84

## Properties
Net charge: +1
Kohn-Sham gap, Eh: 0.2022



4.
The following is a DFT calculation (wB97M-V/def2-TZVPD) of a molecular structure, C35H19CrF15GeN2O4S3.

Positions of all 80 atoms, in Å:
C  4.61  0.77  2.44
S  1.52  1.23  -2.97
C  -3.68  -0.87  -4.03
C  1.59  2.08  4.02
C  1.34  0.72  3.86
H  4.02  -0.47  -3.13
C  -3.54  -0.15  -0.49
F  3.32  -1.98  3.94
N  -4.40  0.99  -7.03
S  -5.90  -1.00  -6.25
C  -5.03  0.31  2.91
C  -3.76  0.17  -4.88
O  -6.42  -0.10  -0.98
H  2.72  2.70  -1.49
H  4.73  0.39  -4.50
H  -3.07  0.20  2.03
H  -7.11  0.37  3.46
C  1.61  -2.05  2.31
H  2.10  -0.29  -4.66
H  -7.92  0.13  1.15
S  0.56  0.98  0.68
H  -1.35  2.11  -3.48
O  0.99  -0.07  -2.33
F  1.50  4.06  5.30
H  -2.46  -1.74  -2.51
F  0.39  -1.22  4.86
C  4.11  -0.52  0.55
F  -0.18  -4.95  1.07
N  -1.85  0.21  -2.82
C  -4.14  0.18  1.86
H  -7.38  -0.09  -0.98
F  3.26  -1.24  -0.21
H  -3.03  2.24  -5.23
C  -4.59  0.02  0.54
C  2.93  1.73  -1.94
C  3.66  0.08  1.71
F  2.21  2.77  3.06
C  2.58  0.63  -4.31
O  -2.35  0.05  -0.16
O  -3.92  -0.51  -1.66
F  6.81  1.58  2.73
C  1.24  2.76  5.17
C  2.44  -4.05  3.38
F  7.58  0.41  0.42
Ge  1.73  -0.10  2.10
C  0.61  2.09  6.20
C  -4.66  0.09  -6.07
F  1.51  -6.13  2.81
C  3.97  0.45  -3.72
C  -2.95  1.34  -4.64
C  5.93  0.89  2.02
C  1.54  -4.81  2.65
C  -2.03  1.28  -3.64
C  6.32  0.29  0.84
C  0.34  0.74  6.07
F  -0.27  0.10  7.07
C  2.46  -2.69  3.20
H  -4.27  -1.76  -4.19
Cr  -0.68  0.13  -1.21
H  -4.98  1.00  -7.85
H  2.90  0.97  -1.16
C  0.71  0.08  4.91
F  3.27  -4.65  4.24
C  -6.85  0.14  1.35
F  4.31  1.34  3.61
F  5.79  -1.02  -1.04
F  0.27  2.74  7.30
H  -4.66  0.43  3.92
C  -5.96  0.01  0.29
C  4.18  1.66  -2.81
C  -6.39  0.28  2.65
C  -2.86  -0.78  -2.81
H  4.28  2.56  -3.41
H  2.56  1.38  -5.10
C  0.73  -2.84  1.60
H  -3.62  1.62  -6.97
F  -0.12  -2.30  0.72
C  0.68  -4.21  1.76
H  5.07  1.57  -2.19
C  5.41  -0.43  0.10

## Properties
Relative energy (zero: lowest compared OMol25 entry of this formula, charge and spin), eV: 1.740
Kohn-Sham gap (spin up / spin down), Eh: 0.2834 / 0.2884
Spin multiplicity: 5